Molecular formula: C38H55Cl10F21O14
Method: DFT, wB97M-V/def2-TZVPD

Atoms and positions in Å:
C  0.548  3.147  -5.718
C  1.816  2.960  -4.882
O  2.703  4.058  -4.930
C  3.693  4.052  -5.855
O  3.647  3.264  -6.826
C  4.704  5.224  -5.739
F  5.969  4.863  -5.965
F  4.398  6.080  -6.691
F  4.627  5.820  -4.539
H  -0.010  4.076  -5.606
H  -0.134  2.302  -5.624
H  0.838  3.233  -6.766
H  2.313  2.000  -5.024
H  1.509  2.935  -3.837
C  -8.100  -4.207  2.868
C  -8.859  -3.041  2.315
O  -8.613  -1.881  3.107
C  -7.378  -1.200  2.934
O  -6.480  -1.494  2.142
C  -7.339  0.099  3.785
F  -6.689  1.070  3.161
F  -8.572  0.622  4.102
F  -6.771  -0.120  4.986
H  -8.265  -4.445  3.919
H  -7.022  -4.125  2.723
H  -8.375  -5.095  2.298
H  -9.915  -3.312  2.313
H  -8.633  -2.808  1.275
C  3.596  4.261  0.113
C  2.257  4.787  0.556
O  1.579  5.409  -0.493
C  1.460  6.756  -0.585
O  2.173  7.632  0.042
C  0.503  7.227  -1.718
F  -0.214  6.241  -2.230
F  -0.245  8.179  -1.243
F  1.336  7.719  -2.686
H  3.507  3.488  -0.651
H  4.142  3.785  0.928
H  4.294  5.030  -0.220
H  2.332  5.538  1.342
H  1.643  3.939  0.861
C  -3.514  6.584  3.157
C  -2.621  7.315  4.195
O  -1.789  6.426  4.995
C  -2.305  5.630  5.976
O  -3.475  5.565  6.357
C  -1.301  4.617  6.530
F  -1.823  3.387  6.511
F  -0.198  4.598  5.800
F  -1.056  4.891  7.806
H  -4.106  5.757  3.549
H  -2.893  5.946  2.528
H  -4.018  7.252  2.460
H  -3.260  7.880  4.874
H  -1.921  8.031  3.764
C  3.010  -6.165  -4.186
C  1.657  -5.729  -4.649
O  1.762  -5.011  -5.881
C  2.008  -3.722  -5.889
O  2.105  -2.984  -4.894
C  2.145  -3.252  -7.373
F  1.563  -2.082  -7.526
F  3.457  -3.240  -7.609
F  1.751  -4.209  -8.247
H  2.904  -6.545  -3.170
H  3.753  -5.367  -4.177
H  3.408  -6.915  -4.870
H  1.259  -5.103  -3.850
H  1.038  -6.615  -4.786
C  -2.987  -6.144  -7.447
C  -3.363  -4.814  -6.794
O  -3.920  -5.111  -5.518
C  -3.653  -4.381  -4.437
O  -2.891  -3.418  -4.384
C  -4.362  -4.827  -3.152
F  -5.010  -6.031  -3.360
F  -3.475  -4.875  -2.105
F  -5.256  -3.875  -2.897
H  -3.788  -6.744  -7.879
H  -2.474  -6.761  -6.710
H  -2.320  -5.982  -8.294
H  -4.025  -4.130  -7.327
H  -2.545  -4.103  -6.685
C  4.379  1.223  5.008
C  5.700  1.896  5.334
O  5.646  3.228  4.980
C  6.545  4.101  5.473
O  7.329  3.915  6.419
C  6.484  5.521  4.782
F  6.844  6.532  5.633
F  7.393  5.415  3.764
F  5.289  5.802  4.253
H  4.114  1.172  3.952
H  3.508  1.680  5.477
H  4.389  0.172  5.298
H  6.586  1.441  4.890
H  5.841  1.778  6.408
Cl  3.575  -6.285  6.392
C  4.174  -7.335  5.135
C  4.399  -6.516  3.827
Cl  5.127  -7.560  2.597
H  3.538  -8.213  5.018
H  5.103  -7.725  5.552
H  4.979  -5.601  3.944
H  3.463  -6.189  3.374
Cl  -4.154  -6.311  6.282
C  -3.531  -4.586  6.445
C  -2.149  -4.455  6.891
Cl  -1.377  -2.961  6.368
H  -4.269  -4.044  7.037
H  -3.573  -4.216  5.421
H  -1.515  -5.266  6.533
H  -2.149  -4.524  7.979
Cl  1.126  -2.366  0.370
C  0.400  -0.725  0.065
C  -0.621  -0.326  1.107
Cl  -1.380  1.180  0.569
H  -0.178  -0.905  -0.840
H  1.195  0.016  -0.024
H  -0.166  -0.211  2.091
H  -1.394  -1.086  1.217
Cl  -7.923  2.932  -2.430
C  -6.247  2.242  -2.089
C  -5.421  2.181  -3.413
Cl  -6.089  1.061  -4.648
H  -6.427  1.253  -1.669
H  -5.775  2.893  -1.353
H  -4.378  1.932  -3.216
H  -5.367  3.172  -3.863
Cl  6.847  -2.406  0.284
C  7.329  -2.390  -1.396
C  6.562  -1.353  -2.264
Cl  6.956  -1.375  -3.992
H  7.238  -3.394  -1.810
H  8.406  -2.236  -1.468
H  6.658  -0.332  -1.893
H  5.521  -1.651  -2.146

As for the SMILES: CCOC(=O)C(F)(F)F.CCOC(=O)C(F)(F)F.CCOC(=O)C(F)(F)F.CCOC(=O)C(F)(F)F.CCOC(=O)C(F)(F)F.CCOC(=O)C(F)(F)F.CCOC(=O)C(F)(F)F.ClCCCl.ClCCCl.ClCCCl.ClCCCl.ClCCCl. The value obtained for the HOMO energy is -10.86 eV. The calculation puts the energy above the lowest of the compared OMol25 structures with the same formula, charge and spin at 139.0 kcal per mole. As for the orbital gap: 10.631 eV.

Molecular formula: C38H55FN11O
Method: DFT, wB97M-V/def2-TZVPD

Atoms and positions in Å:
C  3.414  2.098  4.347
C  2.607  2.090  3.173
C  2.199  0.764  2.376
C  2.982  0.345  1.113
C  4.228  1.247  0.611
C  5.483  0.305  0.155
N  5.426  0.099  -1.349
N  2.646  -0.847  0.339
C  1.577  -1.763  0.709
C  1.282  -3.096  -0.161
C  2.224  -3.230  -1.438
C  1.843  -2.344  -2.681
C  2.643  -2.294  -4.004
C  3.925  -3.182  -4.127
C  4.299  -4.063  -2.913
C  3.487  -4.116  -1.565
C  0.709  -1.460  1.985
C  -0.464  -2.399  2.521
C  -1.559  -2.838  1.429
C  -1.988  -1.707  0.388
F  -3.140  -0.933  0.839
C  1.023  -0.163  2.835
C  0.223  0.272  4.141
C  -1.001  1.282  3.876
O  -2.226  0.472  3.958
C  -0.919  2.099  2.497
N  -1.352  1.314  1.295
H  4.221  2.912  4.490
H  3.285  1.368  5.225
H  2.255  3.080  2.732
H  3.919  1.954  -0.245
H  4.635  1.913  1.445
H  5.382  -0.759  0.604
H  6.477  0.742  0.505
H  4.522  0.461  -1.721
H  5.369  -0.922  -1.553
H  3.240  -0.986  -0.505
H  1.264  -4.041  0.506
H  0.202  -2.994  -0.567
H  0.906  -1.674  -2.598
H  2.291  -1.588  -4.826
H  4.527  -3.137  -5.100
H  5.245  -4.693  -2.987
H  3.783  -4.771  -0.680
H  0.046  -3.377  2.882
H  -1.022  -1.989  3.426
H  -2.506  -3.170  1.984
H  -1.155  -3.790  0.913
H  -1.149  -1.021  0.034
H  -2.363  -2.260  -0.559
H  -0.158  -0.635  4.750
H  0.941  0.823  4.864
H  -1.036  2.077  4.719
H  -2.892  1.012  3.477
H  0.097  2.572  2.278
H  -1.666  2.980  2.595
H  -2.298  1.605  1.000
H  -0.720  1.453  0.495
C  -6.137  -0.373  0.999
C  -6.727  0.797  1.728
N  -7.192  1.723  2.299
H  -6.768  -1.254  1.138
H  -6.066  -0.149  -0.067
H  -5.140  -0.585  1.385
C  -4.901  4.024  2.978
C  -3.491  4.511  3.124
N  -2.367  4.897  3.245
H  -5.118  3.826  1.926
H  -5.038  3.105  3.549
H  -5.595  4.781  3.349
C  -7.000  3.128  -1.550
C  -5.618  2.951  -0.996
N  -4.528  2.811  -0.557
H  -7.155  4.171  -1.831
H  -7.129  2.498  -2.431
H  -7.739  2.847  -0.797
C  8.649  0.699  -2.549
C  9.170  0.317  -3.902
N  9.580  0.016  -4.969
H  7.575  0.508  -2.497
H  9.152  0.112  -1.778
H  8.832  1.759  -2.365
C  8.482  -0.885  -8.030
C  7.580  -0.265  -9.056
N  6.869  0.224  -9.864
H  7.975  -0.923  -7.065
H  8.747  -1.899  -8.333
H  9.393  -0.294  -7.930
C  -8.099  -2.647  4.161
C  -7.567  -3.000  2.805
N  -7.148  -3.279  1.734
H  -9.171  -2.849  4.203
H  -7.594  -3.242  4.924
H  -7.927  -1.588  4.363
C  -3.611  -4.192  -2.976
C  -2.231  -4.359  -2.413
N  -1.142  -4.490  -1.970
H  -3.773  -3.151  -3.261
H  -3.731  -4.826  -3.857
H  -4.353  -4.477  -2.228
C  -2.553  6.108  -0.082
C  -3.458  6.732  -1.102
N  -4.172  7.224  -1.905
H  -3.055  6.054  0.885
H  -2.279  5.099  -0.394
H  -1.646  6.706  0.025

Its charge is +1. The value obtained for the HOMO energy is -11.46 eV. As for the orbital gap: 7.785 eV.

Molecular formula: C38H56MnN5O4S
Method: DFT, wB97M-V/def2-TZVPD

Atoms and positions in Å:
Mn  -0.350  -1.225  -0.130
C  0.819  5.870  -0.883
C  -0.419  5.495  -1.699
C  -1.584  6.380  -1.232
C  -0.121  5.788  -3.177
C  -0.793  4.023  -1.538
C  -0.064  3.153  -0.773
C  -0.437  1.787  -0.681
N  0.187  0.810  -0.051
C  1.230  0.890  0.870
C  2.319  1.747  0.858
C  3.312  1.621  1.825
C  3.174  0.617  2.769
C  2.113  -0.293  2.809
C  1.112  -0.152  1.837
O  0.050  -0.936  1.726
C  2.173  -1.419  3.849
C  3.389  -2.304  3.532
C  2.336  -0.815  5.253
C  0.942  -2.333  3.886
C  4.553  2.516  1.846
C  4.636  3.262  3.185
C  4.532  3.559  0.727
C  5.813  1.656  1.669
C  -1.715  1.349  -1.259
O  -2.125  0.196  -0.922
C  -2.415  2.249  -2.120
C  -1.930  3.534  -2.228
C  -3.651  1.864  -2.948
C  -4.805  2.837  -2.659
C  -3.274  1.950  -4.436
C  -4.178  0.445  -2.696
H  1.045  6.929  -1.023
H  1.692  5.295  -1.198
H  0.659  5.698  0.183
H  -1.330  7.437  -1.353
H  -1.804  6.196  -0.179
H  -2.492  6.182  -1.804
H  0.144  6.841  -3.310
H  -0.982  5.576  -3.812
H  0.713  5.176  -3.525
H  0.796  3.489  -0.219
H  2.432  2.452  0.050
H  3.959  0.503  3.509
H  4.319  -1.731  3.530
H  3.270  -2.763  2.548
H  3.479  -3.102  4.274
H  3.239  -0.211  5.344
H  2.392  -1.616  5.995
H  1.480  -0.182  5.496
H  0.789  -2.850  2.940
H  0.033  -1.772  4.102
H  1.089  -3.076  4.677
H  3.756  3.893  3.326
H  5.526  3.897  3.213
H  4.686  2.568  4.025
H  3.661  4.214  0.809
H  4.518  3.088  -0.257
H  5.427  4.182  0.788
H  5.903  0.914  2.463
H  6.711  2.281  1.685
H  5.778  1.123  0.717
H  -2.457  4.225  -2.875
H  -4.551  3.868  -2.911
H  -5.074  2.806  -1.602
H  -5.683  2.557  -3.247
H  -2.922  2.948  -4.702
H  -4.140  1.713  -5.061
H  -2.479  1.238  -4.664
H  -4.523  0.330  -1.667
H  -3.410  -0.301  -2.892
H  -5.026  0.267  -3.364
C  -5.571  -3.866  -0.479
C  -4.464  -3.698  -1.450
N  -4.354  -4.323  -2.575
N  -3.186  -3.843  -3.105
C  -2.548  -2.946  -2.324
S  -1.110  -2.179  -2.609
N  -3.403  -2.848  -1.247
N  -3.162  -2.060  -0.147
H  -6.308  -4.542  -0.905
H  -6.040  -2.905  -0.262
H  -5.208  -4.287  0.460
H  -2.845  -4.175  -3.988
H  -3.417  -2.514  0.715
H  -3.473  -1.101  -0.269
O  2.468  -3.442  -1.438
C  2.324  -2.362  -0.893
O  1.399  -1.488  -1.091
H  3.063  -2.046  -0.118
C  -1.112  -6.590  1.069
C  -0.029  -5.793  0.334
C  1.342  -6.056  0.974
C  0.021  -6.204  -1.145
C  -0.314  -4.353  0.391
C  -0.511  -3.165  0.267
H  -0.897  -7.660  1.014
H  -2.091  -6.411  0.619
H  -1.159  -6.296  2.119
H  1.582  -7.122  0.930
H  1.343  -5.739  2.019
H  2.110  -5.495  0.440
H  0.277  -7.264  -1.238
H  0.766  -5.600  -1.665
H  -0.948  -6.034  -1.620

As for the expectation value of S²: 8.85. Its charge is -1. The value obtained for the HOMO energy (spin up / spin down) is -3.81 / -4.60 eV. The calculation puts the energy above the lowest of the compared OMol25 structures with the same formula, charge and spin at 30.0 kcal per mole. The spin multiplicity is 6. As for the orbital gap (spin up / spin down): 6.144 / 6.200 eV.

Molecular formula: C38H57As2CsN6S3Si2
Method: DFT, wB97M-V/def2-TZVPD

Atoms and positions in Å:
Cs  -1.133  -0.632  -0.774
C  -2.389  -5.054  -3.286
C  -1.654  -3.823  -2.822
N  -2.371  -2.814  -2.135
N  -3.688  -3.062  -2.089
C  -4.648  -2.284  -1.643
N  -5.921  -2.959  -1.613
S  -4.465  -0.667  -1.156
C  -0.312  -3.688  -3.076
C  0.457  -4.589  -3.939
C  1.772  -4.374  -4.193
C  2.448  -3.256  -3.627
C  1.666  -2.430  -2.836
N  0.386  -2.581  -2.548
H  -2.946  -5.535  -2.467
H  -1.704  -5.811  -3.652
H  -3.116  -4.855  -4.090
H  -4.034  -3.963  -2.404
H  -6.059  -3.372  -0.693
H  -6.632  -2.240  -1.695
H  -0.024  -5.424  -4.430
H  2.300  -5.056  -4.855
H  3.494  -3.044  -3.807
H  2.134  -1.547  -2.392
S  -0.222  2.484  1.028
C  -0.637  4.005  0.281
C  -0.835  5.156  1.066
C  -1.142  6.380  0.505
C  -1.260  6.511  -0.875
C  -1.063  5.394  -1.672
C  -0.752  4.154  -1.119
As  -0.588  2.536  -2.197
C  1.352  2.282  -2.246
C  2.231  3.068  -1.509
C  3.597  2.829  -1.574
C  4.091  1.801  -2.368
C  3.215  1.006  -3.094
C  1.849  1.245  -3.030
C  -0.777  3.348  -3.976
C  0.223  4.094  -4.599
C  0.016  4.648  -5.854
C  -1.198  4.464  -6.505
C  -2.197  3.718  -5.898
C  -1.983  3.160  -4.644
H  -0.736  5.058  2.141
H  -1.290  7.242  1.148
H  -1.503  7.467  -1.323
H  -1.157  5.492  -2.746
H  1.843  3.850  -0.867
H  4.279  3.436  -0.991
H  5.157  1.610  -2.407
H  3.584  0.182  -3.693
H  1.169  0.598  -3.577
H  1.172  4.238  -4.095
H  0.803  5.223  -6.326
H  -1.359  4.895  -7.487
H  -3.142  3.560  -6.405
H  -2.760  2.562  -4.179
C  3.030  -4.599  -0.276
Si  3.516  -3.543  1.183
C  5.039  -2.523  0.767
C  3.926  -4.722  2.597
As  1.668  -2.172  1.700
Si  2.056  -1.338  3.878
C  0.803  -2.076  5.062
C  1.830  0.520  3.812
C  3.762  -1.652  4.627
H  3.881  -5.203  -0.608
H  2.680  -4.016  -1.130
H  2.225  -5.278  0.015
H  5.896  -3.166  0.551
H  5.311  -1.856  1.588
H  4.846  -1.913  -0.117
H  4.604  -5.506  2.249
H  3.015  -5.209  2.953
H  4.401  -4.218  3.438
H  -0.194  -2.144  4.624
H  0.730  -1.452  5.958
H  1.103  -3.076  5.386
H  0.902  0.802  3.313
H  2.644  1.014  3.280
H  1.803  0.927  4.828
H  3.892  -2.704  4.882
H  3.869  -1.073  5.549
H  4.569  -1.356  3.953
C  -5.720  0.491  3.147
C  -4.424  0.075  2.471
N  -3.255  0.676  3.104
C  -2.683  0.168  4.205
S  -3.186  -1.218  5.032
N  -1.586  0.825  4.673
C  -1.337  2.251  4.500
C  -2.347  3.118  5.243
H  -6.566  0.059  2.611
H  -5.827  1.578  3.139
H  -5.740  0.141  4.179
H  -4.420  0.376  1.426
H  -4.320  -1.010  2.486
H  -2.667  1.256  2.516
H  -1.206  0.381  5.492
H  -1.301  2.501  3.438
H  -0.327  2.439  4.866
H  -3.356  2.924  4.877
H  -2.126  4.176  5.086
H  -2.327  2.914  6.315
C  2.276  -0.536  0.748
H  2.361  -0.755  -0.316
H  3.223  -0.157  1.128
H  1.512  0.225  0.882

Its charge is -2. The value obtained for the HOMO energy is 0.82 eV. The calculation puts the energy above the lowest of the compared OMol25 structures with the same formula, charge and spin at 10.6 kcal per mole. As for the orbital gap: 2.924 eV.

One value per record, in order, for strongest force on any atom: 6.3; 5.1; 0.5; 0.5 eV Å⁻¹.